The following is a quantum chemistry calculation of a structure of composition C33H57N5O5P2SSi2Sn, from OMol25.

orbital gap: 0.215 Eh
total charge: -2
ΔE to the lowest compared entry with this formula, charge and spin: 0.000 eV
E_HOMO: -2.12 eV

Atoms and positions in Å:
Sn  -0.38  1.33  -0.42
C  -0.11  -1.16  -5.05
P  0.42  -0.84  -3.31
C  0.58  -2.63  -2.79
N  1.28  -3.43  -3.55
C  1.40  -4.74  -3.19
C  2.17  -5.62  -3.98
C  2.29  -6.93  -3.62
C  1.65  -7.41  -2.46
C  0.90  -6.58  -1.68
C  0.77  -5.21  -2.03
N  0.01  -4.39  -1.27
C  -0.09  -3.13  -1.60
P  -1.11  -2.02  -0.51
C  -1.12  -3.05  1.01
C  -2.83  -2.34  -1.20
C  -3.26  -3.80  -1.14
C  -2.89  -1.84  -2.65
C  -3.78  -1.48  -0.36
C  2.22  -0.33  -3.54
C  2.97  -0.62  -2.24
C  2.94  -0.99  -4.71
C  2.17  1.18  -3.77
H  0.46  -1.97  -5.51
H  0.03  -0.24  -5.62
H  -1.17  -1.41  -5.05
H  2.66  -5.22  -4.86
H  2.89  -7.61  -4.22
H  1.76  -8.46  -2.18
H  0.41  -6.92  -0.78
H  -1.16  -4.11  0.78
H  -1.98  -2.77  1.62
H  -0.20  -2.83  1.55
H  -2.59  -4.45  -1.71
H  -4.27  -3.90  -1.57
H  -3.30  -4.17  -0.11
H  -2.25  -2.45  -3.30
H  -2.59  -0.80  -2.71
H  -3.91  -1.92  -3.02
H  -3.80  -1.80  0.69
H  -4.79  -1.56  -0.76
H  -3.49  -0.43  -0.40
H  3.07  -1.70  -2.06
H  2.48  -0.18  -1.37
H  3.98  -0.20  -2.30
H  2.93  -2.08  -4.63
H  3.98  -0.65  -4.71
H  2.50  -0.71  -5.67
H  1.77  1.70  -2.89
H  1.58  1.45  -4.65
H  3.19  1.55  -3.93
O  -3.58  2.55  -2.72
C  -2.73  2.42  -1.87
O  -2.29  1.27  -1.42
C  -2.09  3.67  -1.17
O  -2.58  4.77  -1.34
O  -1.05  3.41  -0.44
C  3.42  1.44  1.75
N  3.90  2.75  1.33
C  4.85  3.41  2.20
C  3.44  3.32  0.19
C  3.97  4.70  -0.14
O  2.64  2.76  -0.54
H  4.23  0.71  1.82
H  2.70  1.06  1.02
H  2.92  1.52  2.71
H  5.13  2.71  2.98
H  4.43  4.30  2.68
H  5.77  3.70  1.67
H  3.78  5.41  0.67
H  3.47  5.04  -1.04
H  5.05  4.68  -0.32
C  0.84  0.57  4.43
Si  -0.81  1.50  4.35
C  -2.16  0.57  5.29
C  -0.45  2.96  5.54
C  -1.24  2.35  2.70
Si  -2.89  3.27  2.59
C  -4.06  2.43  1.38
C  -2.56  5.06  2.12
C  -3.87  3.31  4.21
H  1.60  1.14  4.97
H  1.23  0.29  3.45
H  0.68  -0.36  4.97
H  -1.66  -0.11  5.99
H  -2.80  -0.02  4.65
H  -2.78  1.26  5.89
H  -0.20  2.60  6.54
H  -1.30  3.65  5.65
H  0.40  3.55  5.18
H  -0.51  3.13  2.45
H  -3.54  1.90  0.59
H  -4.73  3.17  0.92
H  -4.68  1.71  1.91
H  -2.16  5.12  1.11
H  -1.84  5.49  2.82
H  -3.48  5.65  2.16
H  -4.14  2.30  4.53
H  -4.80  3.86  4.01
H  -3.35  3.80  5.03
S  4.20  -2.43  2.07
C  2.81  -2.11  1.24
N  1.82  -1.89  0.66
N  -1.17  0.09  2.41
C  -1.13  1.18  1.74
H  -1.05  -0.76  1.86

The following is a quantum chemistry calculation of a cluster of 3 separate species, C33H58F4N5O6 in total, from OMol25.

orbital gap (spin up / spin down): 0.172 / 0.206 Eh
⟨S²⟩: 2.008
total charge: +1
spin multiplicity: 3
E_HOMO (spin up / spin down): -9.74 / -10.67 eV

Atoms and positions in Å:
C  -5.24  -1.43  4.89
C  -4.86  -0.01  5.31
N  -3.45  0.25  4.97
C  -2.51  -0.46  5.84
C  -1.78  -1.57  5.05
C  -0.31  -1.69  5.36
C  0.51  -2.73  4.62
C  0.76  -2.53  3.11
C  -0.23  -1.65  2.37
O  -1.27  -2.48  1.94
C  0.42  -0.96  1.18
F  0.78  -1.80  0.23
F  1.49  -0.26  1.58
F  -0.46  -0.08  0.68
C  1.88  -2.39  5.29
C  1.81  -0.90  5.21
N  0.60  -0.51  5.20
C  0.29  0.91  5.10
O  -0.38  1.35  4.22
N  0.91  1.67  6.14
C  0.01  2.08  7.16
O  -0.26  1.38  8.12
F  -0.51  3.27  6.97
C  -3.18  1.66  4.91
C  -3.30  2.26  3.54
O  -2.88  2.32  5.88
H  -4.70  -1.67  3.98
H  -6.29  -1.52  4.67
H  -4.95  -2.13  5.66
H  -5.44  0.66  4.69
H  -5.07  0.17  6.35
H  -3.09  -0.94  6.62
H  -1.84  0.21  6.36
H  -2.01  -1.44  4.01
H  -2.21  -2.52  5.34
H  -0.28  -1.84  6.44
H  0.15  -3.70  4.94
H  0.67  -3.50  2.65
H  1.76  -2.21  2.91
H  -0.64  -0.83  2.96
H  -1.92  -1.95  1.46
H  2.74  -2.78  4.79
H  1.98  -2.69  6.33
H  2.63  -0.20  5.15
H  1.46  2.44  5.75
H  -3.91  3.15  3.57
H  -2.32  2.51  3.16
H  -3.74  1.54  2.87
C  -0.78  3.17  -0.89
C  -0.78  2.87  -2.41
C  0.60  2.38  -2.82
C  1.66  3.49  -2.82
C  1.20  4.67  -3.68
C  -0.20  5.19  -3.33
N  -1.18  4.07  -3.19
O  -1.59  3.70  -4.36
C  -0.15  6.01  -2.03
C  -0.65  6.16  -4.41
C  -1.80  1.75  -2.59
H  -0.75  2.23  -0.34
H  0.07  3.75  -0.55
H  -1.70  3.69  -0.60
H  0.55  1.95  -3.83
H  0.91  1.57  -2.16
H  1.87  3.82  -1.80
H  2.60  3.10  -3.21
H  1.91  5.49  -3.59
H  1.21  4.36  -4.73
H  -1.16  6.26  -1.69
H  0.38  6.95  -2.21
H  0.38  5.52  -1.21
H  -0.63  5.71  -5.40
H  0.01  7.02  -4.42
H  -1.67  6.51  -4.22
H  -2.80  2.09  -2.33
H  -1.53  0.91  -1.95
H  -1.82  1.38  -3.62
C  2.12  -1.78  -3.05
C  1.32  -2.30  -4.27
C  0.63  -3.61  -3.90
C  1.60  -4.78  -3.78
C  2.43  -4.93  -5.05
C  3.13  -3.63  -5.48
N  2.20  -2.47  -5.46
O  1.48  -2.46  -6.53
C  4.35  -3.36  -4.58
C  3.70  -3.82  -6.89
C  0.28  -1.22  -4.52
H  1.44  -1.40  -2.29
H  2.73  -2.54  -2.56
H  2.78  -0.95  -3.34
H  -0.12  -3.84  -4.67
H  0.08  -3.48  -2.97
H  2.25  -4.66  -2.91
H  1.03  -5.70  -3.61
H  3.18  -5.71  -4.91
H  1.78  -5.27  -5.86
H  4.77  -2.37  -4.79
H  5.13  -4.10  -4.79
H  4.14  -3.44  -3.52
H  2.93  -4.13  -7.60
H  4.46  -4.60  -6.87
H  4.16  -2.90  -7.25
H  0.77  -0.28  -4.80
H  -0.29  -1.04  -3.61
H  -0.43  -1.48  -5.30

The following is a quantum chemistry calculation of a cluster of 11 separate species, C33H58FN11O26 in total, from OMol25.

orbital gap: 0.304 Eh
SMILES: CCOCc1c(CCOC=O)c(CCCCN(C)C(C)=O)c(F)c2c1C(=O)C=CC2=O.C[N+](=O)[O-].C[N+](=O)[O-].C[N+](=O)[O-].C[N+](=O)[O-].C[N+](=O)[O-].C[N+](=O)[O-].C[N+](=O)[O-].C[N+](=O)[O-].C[N+](=O)[O-].C[N+](=O)[O-]
E_HOMO: -9.21 eV

Atoms and positions in Å:
C  -3.38  1.27  3.38
C  -3.33  -0.22  3.06
O  -2.70  -0.50  1.82
C  -3.44  -0.03  0.72
C  -2.63  -0.22  -0.54
C  -2.16  0.90  -1.25
C  -2.50  2.30  -0.79
C  -3.99  2.66  -0.99
O  -4.59  1.84  -2.02
C  -5.81  1.35  -1.73
O  -6.76  2.02  -1.44
C  -1.32  0.72  -2.36
C  -0.64  1.81  -3.16
C  0.86  1.80  -2.79
C  1.31  2.96  -1.89
C  1.29  2.58  -0.41
N  2.47  1.80  0.02
C  2.85  2.14  1.40
C  2.18  0.39  -0.05
C  1.15  -0.20  0.89
O  2.74  -0.32  -0.85
C  -1.01  -0.59  -2.73
F  -0.18  -0.74  -3.77
C  -1.44  -1.70  -2.04
C  -2.27  -1.50  -0.93
C  -2.70  -2.74  -0.19
O  -3.72  -2.83  0.44
C  -1.77  -3.90  -0.30
C  -0.97  -4.06  -1.34
C  -1.00  -3.07  -2.44
O  -0.66  -3.36  -3.57
H  -3.70  1.45  4.41
H  -4.13  1.75  2.75
H  -2.42  1.76  3.23
H  -4.34  -0.65  3.11
H  -2.74  -0.74  3.82
H  -3.64  1.03  0.84
H  -4.41  -0.54  0.64
H  -2.30  2.40  0.28
H  -1.88  3.03  -1.29
H  -4.09  3.70  -1.28
H  -4.53  2.55  -0.05
H  -5.87  0.25  -1.81
H  -0.76  1.56  -4.21
H  -1.09  2.78  -2.96
H  1.04  0.88  -2.23
H  1.49  1.71  -3.68
H  0.68  3.83  -2.03
H  2.33  3.24  -2.16
H  0.37  2.03  -0.17
H  1.27  3.50  0.17
H  3.55  1.38  1.77
H  3.35  3.11  1.42
H  1.99  2.15  2.08
H  1.65  -0.81  1.64
H  0.55  0.55  1.41
H  0.49  -0.85  0.32
H  -1.78  -4.63  0.51
H  -0.29  -4.89  -1.44
C  3.76  -3.37  -0.69
N  2.65  -3.63  0.26
O  2.69  -3.10  1.36
O  1.77  -4.38  -0.10
H  4.46  -2.69  -0.22
H  4.22  -4.33  -0.93
H  3.32  -2.92  -1.58
C  2.67  -1.03  -5.05
N  3.67  -0.55  -6.05
O  4.23  -1.38  -6.74
O  3.86  0.65  -6.10
H  2.60  -2.11  -5.12
H  3.02  -0.71  -4.07
H  1.73  -0.55  -5.29
C  3.34  -5.71  2.93
N  4.13  -6.97  3.03
O  5.15  -7.05  2.37
O  3.70  -7.84  3.76
H  3.86  -5.04  2.26
H  2.35  -5.97  2.56
H  3.28  -5.29  3.93
C  -3.26  2.89  7.75
N  -3.06  3.41  6.37
O  -1.93  3.65  6.01
O  -4.06  3.56  5.69
H  -2.29  2.81  8.23
H  -3.91  3.59  8.27
H  -3.75  1.92  7.66
C  -4.44  5.77  2.82
N  -3.87  5.06  1.65
O  -2.97  4.28  1.85
O  -4.36  5.30  0.56
H  -3.91  5.45  3.71
H  -4.31  6.84  2.65
H  -5.50  5.52  2.87
C  -3.89  10.38  3.51
N  -3.15  9.11  3.76
O  -2.17  8.87  3.09
O  -3.60  8.38  4.63
H  -3.38  10.91  2.72
H  -4.90  10.12  3.23
H  -3.88  10.94  4.44
C  7.57  -7.34  4.33
N  7.92  -6.08  5.04
O  7.05  -5.55  5.71
O  9.04  -5.65  4.90
H  6.54  -7.58  4.55
H  7.71  -7.16  3.27
H  8.25  -8.11  4.69
C  0.72  -5.46  -6.04
N  1.89  -5.55  -5.13
O  2.44  -4.53  -4.78
O  2.23  -6.66  -4.77
H  0.54  -4.41  -6.25
H  0.96  -6.01  -6.95
H  -0.12  -5.90  -5.52
C  5.25  -6.20  -3.87
N  6.14  -6.65  -2.77
O  6.64  -7.75  -2.84
O  6.31  -5.87  -1.85
H  5.19  -6.99  -4.61
H  4.28  -6.00  -3.44
H  5.68  -5.30  -4.29
C  -3.81  6.44  -3.26
N  -2.56  6.07  -2.53
O  -1.83  6.95  -2.14
O  -2.37  4.88  -2.37
H  -3.85  7.52  -3.32
H  -3.76  5.98  -4.24
H  -4.64  6.04  -2.69

The following is a quantum chemistry calculation of a structure of composition C33H59AsBNO5PS6Sb2Sc, from OMol25.

orbital gap: 0.244 Eh
ΔE to the lowest compared entry with this formula, charge and spin: 0.847 eV
E_HOMO: -6.56 eV

Atoms and positions in Å:
Sc  0.00  0.24  -1.39
S  0.05  -0.79  -3.82
S  1.21  0.68  -4.73
S  0.19  2.40  -4.38
S  0.35  2.68  -2.32
C  3.91  2.09  -2.92
Sb  3.23  0.94  -1.26
C  4.13  2.26  0.16
C  4.97  -0.38  -1.38
C  5.10  -1.27  -0.17
C  5.57  -0.73  1.03
C  5.64  -1.48  2.20
C  5.27  -2.82  2.18
C  4.83  -3.38  0.98
C  4.73  -2.63  -0.20
C  4.19  -3.28  -1.44
Sb  2.04  -2.95  -1.59
C  1.84  -4.19  -3.33
C  1.67  -4.52  -0.15
H  4.92  2.43  -2.72
H  3.24  2.94  -3.05
H  3.88  1.48  -3.83
H  5.18  2.38  -0.10
H  4.02  1.88  1.17
H  3.61  3.22  0.08
H  5.81  0.32  -1.45
H  4.91  -0.92  -2.32
H  5.88  0.31  1.05
H  6.02  -1.02  3.12
H  5.34  -3.43  3.07
H  4.57  -4.43  0.95
H  4.30  -4.37  -1.40
H  4.64  -2.92  -2.36
H  1.97  -5.24  -3.04
H  2.62  -3.91  -4.04
H  0.87  -4.04  -3.79
H  0.63  -4.50  0.18
H  1.91  -5.49  -0.59
H  2.31  -4.34  0.72
C  -1.64  3.93  2.48
C  -0.60  2.84  2.32
C  -0.50  2.01  3.60
O  -1.01  1.95  1.25
B  0.12  1.53  0.52
O  1.23  2.23  1.01
C  0.79  3.33  1.83
C  0.70  4.54  0.92
C  1.80  3.56  2.93
H  -2.58  3.48  2.83
H  -1.83  4.44  1.54
H  -1.31  4.67  3.22
H  -1.46  1.51  3.76
H  -0.28  2.64  4.47
H  0.27  1.25  3.50
H  -0.01  4.38  0.11
H  1.68  4.72  0.47
H  0.41  5.44  1.47
H  2.05  2.63  3.44
H  1.41  4.27  3.67
H  2.72  3.98  2.51
C  -1.53  -4.73  -1.78
O  -0.99  -3.41  -1.72
P  -1.75  -2.04  -1.37
O  -2.73  -1.74  -2.59
C  -3.66  -2.67  -3.16
O  -2.88  -2.52  -0.32
C  -2.60  -2.77  1.07
H  -0.82  -5.40  -1.31
H  -1.65  -5.01  -2.83
H  -2.49  -4.79  -1.27
H  -3.14  -3.27  -3.91
H  -4.44  -2.09  -3.65
H  -4.11  -3.30  -2.40
H  -2.41  -1.83  1.60
H  -3.47  -3.25  1.48
H  -1.73  -3.42  1.19
S  0.68  -1.49  1.15
C  1.09  -1.41  2.74
N  2.28  -1.02  3.20
C  2.59  -1.32  4.59
C  1.24  -1.35  5.31
S  0.03  -1.86  4.05
H  3.03  -0.93  2.51
H  3.24  -0.55  5.00
H  3.10  -2.28  4.68
H  0.96  -0.37  5.70
H  1.24  -2.07  6.12
C  -3.28  1.53  -3.35
As  -2.69  1.28  -1.52
C  -2.91  3.09  -0.88
C  -4.28  0.45  -0.70
C  -5.54  1.24  -0.81
C  -5.90  2.18  0.16
C  -7.07  2.92  0.04
C  -7.91  2.74  -1.05
C  -7.57  1.80  -2.02
C  -6.40  1.06  -1.90
H  -4.31  1.87  -3.36
H  -3.15  0.61  -3.91
H  -2.63  2.29  -3.79
H  -3.87  3.47  -1.21
H  -2.10  3.68  -1.30
H  -2.84  3.11  0.21
H  -4.01  0.29  0.35
H  -4.38  -0.53  -1.16
H  -5.25  2.33  1.01
H  -7.33  3.64  0.81
H  -8.82  3.32  -1.14
H  -8.22  1.65  -2.88
H  -6.15  0.33  -2.66

In order of appearance, strongest force on any atom = 0.5; 3.6; 0.8; 1.3 eV Å⁻¹.
In order of appearance, E_tot = -3816.060902; -2416.513144; -3949.678733; -7956.316043 Ha.